{
  "formula": "C32H45BBr7Cl5FIMgN4O6S",
  "method": "ωB97M-V with the def2-TZVPD basis set",
  "symbols": ["C", "C", "C", "C", "C", "C", "C", "O", "Br", "C", "C", "C", "C", "C", "S", "O", "O", "Cl", "C", "I", "C", "B", "O", "N", "C", "C", "N", "C", "Br", "C", "C", "Br", "H", "H", "H", "H", "H", "H", "H", "H", "H", "H", "H", "H", "H", "H", "H", "H", "H", "H", "H", "H", "H", "H", "H", "H", "H", "Br", "F", "C", "C", "C", "C", "C", "C", "H", "H", "H", "H", "H", "Mg", "O", "H", "H", "C", "C", "N", "H", "H", "H", "C", "Cl", "Cl", "H", "H", "C", "O", "N", "C", "C", "H", "H", "H", "H", "H", "H", "H", "C", "Br", "Br", "Br", "H", "Cl", "Cl"],
  "positions_angstrom": [[-4.67566, 2.53320, -0.12041], [-3.90072, 1.72807, -0.58812], [-3.03985, 0.66079, -1.18939], [-1.59389, 1.18134, -1.18608], [-0.99722, 1.22383, 0.08417], [-1.74558, 0.76809, 1.34623], [-2.38712, 1.98512, 2.10048], [-3.12293, 1.87537, 3.01293], [-1.95034, 3.81040, 1.44506], [0.35158, 1.67425, 0.26999], [1.03760, 1.76293, 1.62387], [2.10989, 0.66741, 1.91096], [1.53464, -0.74300, 2.24473], [1.57353, -1.68655, 0.98631], [1.35573, -3.35934, 1.61733], [0.14983, -3.44704, 2.39382], [2.49807, -3.64066, 2.43844], [1.41242, -4.63600, 0.00969], [1.00415, 2.07416, -0.93255], [3.03007, 2.76123, -0.79334], [0.35995, 2.01057, -2.16922], [1.29534, 2.46582, -3.41609], [1.56890, 3.79634, -3.65899], [1.81051, 1.39178, -4.28367], [3.28860, 1.22133, -4.14998], [1.52881, 1.84124, -5.68467], [-0.91530, 1.57656, -2.29618], [-1.54920, 1.48242, -3.60246], [-3.14254, 2.65451, -3.75011], [-1.85315, -0.05314, -3.97133], [-0.84108, -0.47513, -5.06645], [-3.64251, -0.06772, -4.88340], [-5.36938, 3.36221, -0.10421], [-3.47802, 0.46314, -2.17636], [-3.11813, -0.28577, -0.62128], [-1.00934, 0.35873, 2.05433], [-2.47420, -0.02741, 1.15542], [1.57497, 2.73250, 1.63120], [0.34738, 1.79334, 2.47942], [2.85138, 0.55358, 1.09868], [2.70191, 0.97693, 2.79356], [2.20960, -1.21239, 2.98601], [0.54119, -0.71817, 2.71865], [2.54901, -1.52064, 0.50075], [0.75145, -1.36459, 0.31672], [0.75652, 4.28055, -3.43669], [3.77136, 2.05351, -3.61174], [3.50651, 0.25674, -3.65309], [3.73220, 1.13935, -5.15812], [0.53677, 2.32661, -5.75368], [1.57742, 0.99956, -6.39650], [2.29658, 2.58185, -5.97658], [-0.95794, 1.83091, -4.45528], [-1.83437, -0.68974, -3.08543], [-0.87954, 0.29247, -5.86741], [-1.08937, -1.43732, -5.52990], [0.16977, -0.42425, -4.62558], [-3.02303, -2.72766, -3.61104], [-2.75317, -9.48191, 2.78225], [-1.82665, -8.51345, 2.70796], [-1.76349, -7.55540, 3.70002], [-0.79946, -6.55862, 3.61875], [0.08029, -6.52656, 2.54476], [0.00071, -7.49320, 1.55405], [-0.95313, -8.49380, 1.63818], [-2.46264, -7.59211, 4.52526], [-0.73439, -5.80574, 4.39333], [0.82698, -5.74879, 2.47750], [0.68482, -7.46649, 0.71110], [-1.02378, -9.26971, 0.86571], [-0.36104, -9.78124, -0.83232], [-2.45228, -2.49520, 0.47274], [-3.01117, -2.98609, 1.08555], [-1.66025, -3.03771, 0.39641], [0.30838, -4.73189, -3.49016], [0.53351, -3.36652, -3.04006], [0.70154, -2.28648, -2.68709], [0.43504, -4.81867, -4.56912], [1.00630, -5.42579, -3.02055], [-0.70218, -5.06357, -3.24979], [6.60797, 4.19866, -2.60573], [8.17476, 3.40378, -2.77951], [5.97258, 4.01093, -0.96236], [6.72419, 5.28982, -2.82084], [5.90707, 3.75231, -3.30650], [-4.09497, 5.13438, 6.96853], [-4.00958, 6.29725, 7.31583], [-4.37005, 4.71661, 5.71739], [-4.45636, 3.30909, 5.37130], [-4.58768, 5.70817, 4.67903], [-3.94738, 4.30276, 7.67900], [-3.71528, 3.07939, 4.60432], [-5.45429, 3.09521, 4.98200], [-4.27231, 2.68537, 6.24562], [-3.69773, 6.33264, 4.58087], [-5.42822, 6.34612, 4.95649], [-4.79826, 5.21793, 3.73024], [7.52202, 1.52564, 2.24237], [8.63153, 0.09970, 2.92228], [8.08149, 2.11063, 0.49685], [5.64714, 1.04345, 2.26125], [7.63838, 2.36614, 2.91442], [7.23795, 7.14060, -2.85280], [-6.58015, 2.70012, 1.66204]],
  "forces_ev_per_angstrom": [[-0.1485, 0.3719, -1.1398], [0.0355, -0.9960, 0.0513], [-0.6466, 0.9813, -0.0520], [-0.5075, -0.8740, 1.3317], [1.0977, -0.2084, 0.5010], [0.4795, 1.1387, -0.3940], [-0.5756, -0.6703, -0.2681], [0.5260, -0.2379, -0.4027], [0.1859, -0.2991, 0.2645], [-0.7704, -0.2072, -1.2024], [0.7074, 0.2207, -0.1348], [-0.1844, -0.5970, 0.2568], [0.8090, -0.5907, 0.1271], [-0.8496, 1.4116, 0.1215], [0.9952, 0.8163, 2.4031], [-0.8502, 0.0795, -1.6513], [0.5789, -0.2831, -1.0788], [-0.2481, 0.4903, 0.1967], [-0.2645, -0.3383, 1.0363], [-0.7111, -0.0994, -0.3815], [1.2375, 0.9324, -0.0409], [0.2517, -0.3876, -0.5051], [-1.4294, -1.0085, -0.0686], [0.2376, 1.1394, -0.3671], [0.1429, -0.9397, -0.1043], [0.3970, 0.2572, 0.0150], [0.0565, -0.0389, 0.9033], [-1.2644, -1.0483, -1.2616], [1.0511, 0.6787, 0.5187], [0.3484, 1.6330, -1.3153], [-0.1446, 0.8038, 0.2377], [0.5544, -1.1464, 0.5380], [0.5598, -0.2563, 0.2152], [0.3970, -0.0412, 0.2575], [0.1975, 0.3723, -0.3180], [-0.4214, 0.0912, -0.2713], [0.0137, 0.4587, 0.2764], [-0.3515, -0.3770, 0.0085], [0.0876, 0.0101, -0.5047], [-0.4602, 0.2620, 0.2377], [-0.4378, 0.1192, -0.4092], [-0.3325, 0.3235, -0.2422], [0.3277, -0.0069, -0.3213], [-0.4053, -0.7515, 0.0461], [0.4148, -0.7032, 0.0128], [0.6096, 0.5582, 0.2831], [-0.0922, -0.3517, -0.2744], [-0.0410, 0.5944, 0.0270], [-0.1606, 0.1439, 0.4509], [0.4345, -0.2634, -0.1295], [-0.1184, 0.2001, 0.4255], [-0.5157, -0.1368, -0.1156], [0.4356, 0.2263, 0.9492], [-0.3104, 0.1411, -0.3839], [-0.0257, -0.4457, 0.3242], [0.1772, 0.1724, 0.5006], [-0.3336, -0.3735, -0.2239], [-0.3676, -0.9270, 0.1245], [-0.0148, -0.0398, -0.0264], [0.1253, 0.1437, 0.0093], [-0.0978, 0.0510, 0.1745], [0.0310, -0.1178, -0.1807], [0.1023, -0.0151, 0.0019], [-0.0786, -0.0449, 0.0764], [-0.0580, -0.0066, 0.0726], [0.0005, -0.0468, -0.0258], [-0.0193, -0.0060, -0.0307], [-0.0629, -0.2538, 0.1803], [0.0078, -0.0283, 0.0189], [-0.4680, 0.4317, 1.2484], [0.4802, -0.4174, -1.3507], [0.0253, 0.1149, 0.0349], [-0.0180, 0.0536, -0.0168], [-0.0023, -0.0103, 0.0089], [-0.0715, -0.4224, -0.1140], [-0.0790, 0.1016, -0.0214], [0.0088, -0.0355, 0.0914], [0.0138, 0.1731, 0.0235], [0.0844, 0.1525, 0.0594], [-0.0291, 0.2265, 0.0401], [-0.1529, -0.1339, -0.3369], [-0.0510, -0.0064, -0.0176], [-0.2993, 0.3986, -0.1520], [0.1084, -0.2805, 0.2563], [0.0296, -0.0992, 0.1001], [-0.0234, -0.0028, -0.0151], [-0.0013, 0.0383, -0.0867], [0.0436, -0.1549, 0.2364], [0.0194, 0.3019, -0.1712], [0.0561, 0.1001, 0.1956], [-0.0130, -0.0527, -0.0372], [-0.2688, -0.0249, 0.2301], [0.0753, -0.1736, -0.0628], [-0.0078, 0.1023, 0.0463], [-0.0777, 0.0682, -0.0665], [0.0406, 0.0627, -0.1065], [-0.0069, -0.0852, 0.0772], [0.2871, 0.0510, -0.1036], [-0.1529, 0.0760, -0.0408], [0.1965, -0.3999, 0.4275], [0.0783, 0.0196, -0.0248], [-0.0653, -0.0741, -0.0131], [0.0320, 0.4409, -0.0576], [-0.1054, -0.1988, 0.3695]],
  "homo_energy_ev": -7.424,
  "max_force_ev_per_a": 2.7,
  "total_charge": 0,
  "homo_lumo_gap_ev": 1.01
}


{
  "formula": "C32H45Cl2N2OP3PtS",
  "method": "ωB97M-V with the def2-TZVPD basis set",
  "symbols": ["P", "C", "C", "H", "C", "H", "C", "H", "C", "H", "C", "H", "C", "C", "H", "C", "H", "C", "H", "C", "H", "C", "H", "C", "C", "H", "C", "H", "C", "H", "C", "H", "C", "H", "Pt", "C", "C", "H", "C", "O", "H", "C", "H", "C", "Cl", "Cl", "P", "C", "H", "H", "H", "C", "H", "H", "H", "C", "H", "H", "H", "P", "C", "C", "H", "H", "H", "H", "H", "H", "C", "H", "H", "H", "H", "C", "N", "C", "S", "N", "C", "H", "H", "H", "H", "H", "H", "H", "H"],
  "positions_angstrom": [[1.57124, 1.47760, -3.94134], [3.23447, 1.41200, -3.30962], [4.19696, 0.77626, -4.14237], [3.84472, 0.12534, -4.94983], [5.54746, 1.02406, -3.91873], [6.28757, 0.55290, -4.56655], [5.94667, 1.87738, -2.88158], [6.99595, 2.14190, -2.77618], [5.00043, 2.38077, -1.98332], [5.31359, 2.98434, -1.13669], [3.63824, 2.14060, -2.17002], [2.87671, 2.51491, -1.47829], [0.67603, -0.05218, -3.75380], [1.29966, -1.23257, -3.29129], [2.23324, -1.15620, -2.72740], [0.69854, -2.45952, -3.54774], [1.20075, -3.37454, -3.23900], [-0.53129, -2.52655, -4.21147], [-0.97057, -3.49286, -4.45064], [-1.20176, -1.35132, -4.55605], [-2.17834, -1.39624, -5.03896], [-0.63032, -0.11052, -4.29603], [-1.16089, 0.81798, -4.53359], [0.63263, 2.91888, -3.49987], [0.53845, 3.94834, -4.47422], [1.15371, 3.86629, -5.37636], [-0.34501, 5.00267, -4.25995], [-0.43222, 5.78623, -5.01627], [-1.11248, 5.05543, -3.08262], [-1.83054, 5.87265, -2.93703], [-0.95373, 4.06847, -2.09677], [-1.51798, 4.13031, -1.16406], [-0.08337, 2.99045, -2.29235], [0.07034, 2.22183, -1.52757], [0.13744, -0.45150, 2.44744], [-1.58868, -1.32118, 1.74187], [-2.03640, -1.34883, 0.47628], [-2.16402, -1.78827, 2.55982], [-1.28560, -0.63353, -0.66888], [-2.19409, 0.27941, -1.32371], [-1.65777, 1.00970, -1.69675], [-0.09481, 0.11816, -0.29548], [-0.96667, -1.39308, -1.41046], [0.46129, 0.43104, 0.83101], [-0.47574, -1.53568, 4.53433], [2.32590, 0.43199, 3.15369], [1.38661, -2.44439, 2.30687], [2.43193, -2.95400, 3.70646], [1.78901, -3.19757, 4.55878], [3.10449, -2.13579, 3.98381], [3.01532, -3.83900, 3.41549], [0.48227, -3.95796, 1.85998], [0.01819, -3.83122, 0.87530], [-0.29138, -4.15410, 2.61042], [1.18094, -4.80542, 1.82521], [2.52272, -2.17134, 0.91306], [3.04535, -1.22139, 1.07296], [1.93983, -2.11851, -0.01524], [3.23755, -3.00181, 0.86398], [-3.65005, -2.10259, 0.04238], [-4.31216, -3.21081, 1.29020], [-3.36243, -3.03257, -1.47370], [-4.38531, -2.69448, 2.25635], [-3.67601, -4.10040, 1.40194], [-5.31953, -3.53518, 0.98432], [-2.89799, -2.39418, -2.23191], [-4.31106, -3.41375, -1.87010], [-2.69957, -3.88068, -1.26642], [-4.85454, -0.80903, -0.30256], [-5.14825, -0.32212, 0.63547], [-5.74415, -1.24344, -0.77870], [-4.38198, -0.07530, -0.96649], [1.19049, 1.24428, 0.88891], [-2.07252, 1.33256, 6.53768], [-1.96930, 2.15460, 5.32294], [-0.92718, 1.95668, 4.46723], [-1.23897, 1.70157, 2.80070], [0.31689, 2.00067, 4.92706], [0.71944, 2.45156, 6.25074], [-1.52699, 1.81367, 7.35518], [-1.68746, 0.31566, 6.36907], [-3.13114, 1.27059, 6.80905], [-2.85600, 2.26330, 4.83024], [1.06726, 1.70751, 4.27381], [0.73014, 1.61525, 6.96257], [1.73799, 2.84274, 6.16517], [0.05784, 3.24302, 6.62024]],
  "forces_ev_per_angstrom": [[0.1801, -0.7237, 1.0326], [0.4845, -0.2096, -0.1937], [-0.3413, 0.4366, 0.4336], [0.3218, 0.3464, 0.1471], [-0.0300, -0.1733, -0.0017], [-0.1670, 0.2192, 0.1891], [-0.4090, -0.2030, -0.1474], [-0.1963, -0.1275, 0.0720], [-0.2903, -0.0785, 0.0751], [0.0222, -0.1194, -0.1148], [0.0371, 0.0572, -0.6057], [0.4174, 0.0947, -0.2755], [-0.3619, 0.1026, 0.0107], [0.0228, 0.1942, -0.2772], [-0.1779, -0.1306, -0.3917], [0.0609, 0.0130, 0.1875], [-0.1348, 0.1818, -0.0154], [0.1659, 0.2539, 0.0202], [0.1037, 0.1838, 0.0439], [-0.2659, 0.1753, 0.1537], [0.2412, -0.0164, 0.1591], [0.3391, -0.1175, -0.1864], [0.2203, -0.3855, -0.1274], [-0.2886, 0.6530, -0.3823], [-0.0686, -0.6084, 0.5980], [-0.3789, 0.2029, 0.2506], [-0.0377, 0.1038, 0.1702], [-0.0326, -0.2528, 0.3018], [0.2947, -0.2549, -0.1726], [0.4002, -0.4007, -0.0302], [0.0576, -0.0338, -0.0272], [0.1559, 0.0304, -0.2903], [-0.0936, 0.3654, -0.3863], [-0.1729, 0.2310, -0.1741], [-1.0898, -2.3241, 2.8495], [-0.3071, 0.2933, 0.0134], [-0.2547, 0.3139, 0.2404], [0.2175, 0.0257, -0.5074], [-0.2602, -0.7381, -1.0588], [0.0518, 0.2706, -0.2254], [-0.4286, -0.6096, 0.2477], [-0.2216, 0.0555, 0.4806], [-0.3409, 0.0546, 0.0700], [1.2013, 1.8965, -3.1778], [-0.2697, 0.2713, 0.6902], [-0.0774, 0.3986, 0.2190], [0.8079, -0.6948, -0.3274], [0.0254, -0.0630, -0.0289], [0.1576, 0.0675, -0.1893], [-0.1732, -0.1793, -0.0654], [-0.1031, 0.2093, 0.0706], [0.0523, -0.1031, -0.0187], [0.0371, -0.0206, 0.1804], [0.1379, 0.0218, -0.1232], [-0.2125, 0.1514, -0.0120], [0.1586, -0.3853, 0.0363], [-0.0685, -0.2552, -0.0697], [0.1393, 0.0193, 0.1758], [-0.0283, 0.2033, -0.1590], [1.0986, 0.5888, -0.3034], [0.0326, -0.1645, 0.2314], [-0.2504, -0.2385, -0.1382], [0.0126, -0.1327, -0.2437], [-0.1274, 0.3154, -0.0289], [0.3285, 0.1669, 0.0416], [-0.0890, 0.0112, 0.1848], [0.1649, 0.0447, 0.0792], [-0.1050, 0.1707, 0.0071], [-0.1594, -0.0313, -0.0260], [0.0895, -0.0959, -0.1962], [0.1999, 0.0970, 0.1374], [-0.1567, -0.2156, 0.1939], [0.1202, -0.1265, -0.1019], [-0.0430, -0.0872, 0.5665], [-0.4433, -0.6668, -0.9878], [0.5982, 0.7863, 1.1196], [-0.1718, 0.6503, 0.6408], [-0.5602, -0.0541, -0.8980], [0.2558, 0.0350, 0.2210], [-0.2229, -0.2369, -0.0782], [-0.0506, 0.3325, -0.0068], [0.2881, 0.0531, -0.0312], [0.3702, 0.0871, 0.2343], [-0.2365, -0.1174, 0.3646], [-0.0316, 0.1970, -0.1806], [-0.2478, -0.0744, 0.0388], [0.1072, -0.1831, -0.1966]],
  "homo_energy_ev": [-10.033, -13.062],
  "max_force_ev_per_a": 3.9,
  "multiplicity": 5,
  "total_charge": 2,
  "homo_lumo_gap_ev": [5.43, 5.15]
}